1.
Computed, not measured: a 2-piece molecular cluster, CH4N2O2 overall, with wB97M-V/def2-TZVPD.

```
9
Properties=species:S:1:pos:R:3:mulliken_charge:R:1
H 0.72 -1.32 0.46 0.2946
N 0.68 -0.58 -0.38 -0.4790
N 1.54 0.26 -0.15 0.4246
O 2.34 0.39 0.80 -0.5364
H 1.75 0.95 -0.97 0.2920
C -1.81 0.09 0.00 -0.0259
O -1.94 1.22 -0.34 -0.3912
H -1.50 -0.80 -0.61 0.2461
H -1.79 -0.22 1.19 0.1751
```

Summary:
DFT total energy in a.u.: -300.3448
HOMO energy in eV: -9.954
Max |F| in eV/Å: 3.727
Energy relative to the best compared isomer or geometry (same formula, charge and spin) in kJ/mol: 374.9
2S+1: 1
SMILES: [H]/N=[NH+]\[O-].C=O

***

2.
Computed, not measured: C3H7Br2OP as an isolated structure, with wB97M-V/def2-TZVPD.

```
14
Properties=species:S:1:pos:R:3:mulliken_charge:R:1
C 2.76 -0.45 -0.48 -0.8577
C -0.97 -0.34 0.63 -0.3822
C -1.44 0.87 -0.17 -0.3987
O 0.33 -0.70 0.23 -0.1701
P 1.62 0.05 0.86 0.4334
Br -0.25 2.37 0.16 -0.1406
Br -4.53 -0.66 0.07 -0.7988
H 2.82 -1.54 -0.52 0.3212
H 3.75 -0.04 -0.29 0.3514
H 2.40 -0.08 -1.44 0.3153
H -1.63 -1.18 0.40 0.2473
H -1.02 -0.12 1.70 0.3351
H -2.45 1.16 0.12 0.3698
H -1.40 0.67 -1.24 0.3744
```

Summary:
DFT total energy in a.u.: -5683.0524
HOMO energy (alpha / beta) in eV: -6.845 / -6.845
Max |F| in eV/Å: 2.551
Energy relative to the best compared isomer or geometry (same formula, charge and spin) in kJ/mol: 334.3
2S+1: 1

***

3.
Computed, not measured: one molecule with the formula C6H6O, with wB97M-V/def2-TZVPD.

```
13
Properties=species:S:1:pos:R:3:mulliken_charge:R:1
C 0.95 -1.96 1.20 0.1760
C 0.40 -1.48 0.24 -0.5824
C -0.21 -0.83 -0.92 -0.5335
C -0.04 0.71 -0.85 -0.0989
O 1.31 1.17 -0.62 -0.5342
C -0.74 1.31 0.27 -0.6883
C -1.33 1.79 1.19 0.1551
H 1.41 -2.40 2.06 0.3945
H 0.27 -1.18 -1.84 0.2697
H -1.27 -1.11 -0.99 0.3309
H -0.40 1.13 -1.81 0.2837
H 1.67 0.71 0.16 0.3563
H -2.03 2.11 1.91 0.4710
```

Summary:
DFT total energy in a.u.: -307.3162
HOMO energy in eV: -10.060
Max |F| in eV/Å: 1.268
Energy relative to the best compared isomer or geometry (same formula, charge and spin) in kJ/mol: 386.7
2S+1: 1
SMILES: C#CC[C@H](O)C#C

***

4.
Computed, not measured: one molecule with the formula C4H7N, with wB97M-V/def2-TZVPD.

```
12
Properties=species:S:1:pos:R:3:mulliken_charge:R:1
C 0.72 2.34 -0.01 -0.3153
N -0.32 1.77 0.46 -0.3842
C -0.69 0.50 0.00 0.0434
C 0.09 -0.58 0.08 -0.2421
C -0.32 -2.02 0.09 -1.0557
H 0.73 2.52 -1.10 0.2947
H 1.63 2.59 0.53 0.2790
H -1.73 0.44 -0.33 0.3030
H 1.16 -0.39 0.17 0.2284
H 0.43 -2.57 -0.48 0.2953
H -1.23 -2.14 -0.50 0.2972
H -0.45 -2.46 1.07 0.2562
```

Summary:
DFT total energy in a.u.: -211.2542
HOMO energy in eV: -7.950
Max |F| in eV/Å: 2.931
Energy relative to the best compared isomer or geometry (same formula, charge and spin) in kJ/mol: 279.7
2S+1: 1
SMILES: C=N/C=C/C

***

5.
Computed, not measured: a 9-piece molecular cluster, C57H127N5O9 overall, with wB97M-V/def2-TZVPD.

```
198
Properties=species:S:1:pos:R:3:mulliken_charge:R:1
C 17.05 12.63 10.63 -2.1850
C 18.15 13.71 10.79 2.2396
C 18.17 14.22 12.23 -0.9061
C 19.55 13.16 10.44 -1.4956
C 20.64 14.23 10.08 -0.4740
C 20.17 15.20 9.06 -1.1608
C 18.91 15.84 9.46 2.0462
C 19.05 16.82 10.64 -1.6562
C 18.27 16.62 8.28 -1.9974
N 17.88 14.68 9.73 -0.2465
O 16.59 15.15 9.78 -0.3999
H 17.44 11.74 11.10 0.4849
H 16.12 13.01 11.08 0.2472
H 16.82 12.36 9.60 0.4265
H 18.48 13.41 12.91 0.2875
H 18.85 14.97 12.43 -0.3201
H 17.24 14.60 12.61 0.2946
H 19.90 12.45 11.17 0.5516
H 19.41 12.73 9.44 0.3276
H 20.94 14.74 10.99 0.1393
H 21.56 13.63 9.86 0.4231
H 19.98 14.68 8.10 0.3107
H 20.94 16.01 8.91 0.3433
H 18.03 17.04 11.07 0.2080
H 19.54 17.71 10.38 0.8341
H 19.67 16.42 11.46 -0.1301
H 17.77 15.94 7.59 0.4298
H 19.10 17.16 7.79 0.4628
H 17.51 17.30 8.70 0.3022
H 16.42 15.56 10.63 0.5360
C 15.23 22.48 14.91 -1.3204
C 15.40 21.21 14.09 1.4590
C 14.13 20.28 14.37 -1.4933
C 15.40 21.51 12.58 -1.3870
C 16.60 22.24 12.13 -0.8403
C 17.85 21.35 12.51 -1.2164
C 18.00 20.98 14.01 1.8279
C 19.04 19.82 14.16 -0.8072
C 18.56 22.13 14.82 -1.5802
N 16.65 20.43 14.49 0.0731
O 16.60 20.30 15.90 0.1838
H 16.10 23.13 14.78 0.3173
H 14.26 23.00 14.74 0.4110
H 15.17 22.21 15.98 0.0201
H 14.11 20.14 15.48 -0.0174
H 13.22 20.77 14.01 0.6760
H 14.24 19.29 13.91 0.0822
H 15.24 20.62 11.96 0.2868
H 14.55 22.11 12.35 0.4968
H 16.58 22.38 11.08 0.5260
H 16.69 23.25 12.53 0.3840
H 18.75 21.93 12.16 0.3672
H 17.68 20.42 11.96 0.1980
H 19.06 19.22 13.27 0.1965
H 18.58 19.12 14.88 -0.1776
H 20.00 20.21 14.43 0.3592
H 18.19 23.11 14.56 0.3391
H 19.61 22.17 15.00 0.4354
H 18.17 21.94 15.84 0.2836
H 17.04 19.49 16.13 -0.3914
C 16.61 10.16 19.51 -2.0365
C 15.72 10.81 18.42 2.2240
C 15.26 12.18 19.05 -0.9583
C 16.50 11.04 17.15 -1.1998
C 15.73 11.55 15.97 1.3047
C 14.71 10.46 15.65 -1.8066
C 13.78 10.06 16.85 2.1113
C 12.75 11.25 17.00 -1.1797
C 13.03 8.77 16.69 -2.0353
N 14.68 9.90 18.11 -0.0874
O 13.72 9.82 19.25 -0.4966
H 17.13 9.29 19.09 0.4553
H 17.21 10.94 20.03 0.2212
H 15.85 9.86 20.23 0.5314
H 16.17 12.77 19.15 0.1484
H 14.56 12.68 18.36 -0.1095
H 14.83 12.08 20.03 0.5095
H 17.35 11.69 17.41 -0.5365
H 16.97 10.07 16.94 0.6871
H 15.32 12.55 16.20 -1.0769
H 16.35 11.58 15.08 0.4821
H 15.20 9.55 15.30 0.4343
H 14.05 10.71 14.80 0.3788
H 12.04 11.12 16.18 0.4880
H 13.26 12.17 16.81 -0.3796
H 12.19 11.21 17.94 0.4148
H 13.69 7.88 16.72 0.4513
H 12.53 8.77 15.68 0.3641
H 12.16 8.59 17.41 0.3153
H 13.73 8.92 19.58 0.3468
C 7.75 14.24 16.75 -2.1273
C 9.24 14.32 16.63 2.1226
C 9.90 13.82 17.96 -1.2746
C 9.76 13.51 15.42 -1.6921
C 11.16 13.96 15.01 1.4183
C 11.39 15.48 14.83 -1.4633
C 10.90 16.26 16.06 2.2943
C 11.97 16.11 17.18 -0.8039
C 10.80 17.74 15.66 -2.3520
N 9.53 15.78 16.39 0.0595
O 9.07 16.58 17.53 -0.5170
H 7.22 14.62 15.90 0.4184
H 7.56 13.12 16.82 0.4281
H 7.47 14.69 17.69 0.5324
H 10.88 13.32 17.80 -0.0431
H 9.95 14.61 18.70 0.2538
H 9.24 13.09 18.46 0.5094
H 9.79 12.44 15.68 0.3168
H 9.06 13.50 14.58 0.3393
H 11.94 13.70 15.77 -1.3555
H 11.49 13.45 14.07 0.4922
H 10.82 15.77 13.97 0.4680
H 12.45 15.71 14.58 0.0382
H 12.82 16.78 16.97 0.1298
H 12.39 15.13 17.37 -0.2992
H 11.51 16.41 18.19 0.3639
H 9.91 17.86 15.10 0.5808
H 11.69 18.01 15.15 0.3601
H 10.84 18.35 16.58 0.3922
H 8.19 16.98 17.34 0.3475
C 14.80 19.48 20.66 -1.8418
C 15.48 19.17 19.34 2.1938
C 14.42 19.53 18.30 -1.4053
C 16.75 19.93 19.14 -0.2114
C 17.84 19.38 20.01 -1.2153
C 18.11 17.86 19.87 -0.1919
C 16.81 17.06 20.07 1.2951
C 17.08 15.58 19.53 -1.7378
C 16.36 16.91 21.57 -1.9034
N 15.82 17.69 19.19 0.9371
O 14.65 16.90 19.01 -0.0631
H 13.85 18.92 20.75 0.3250
H 15.44 19.27 21.50 0.3126
H 14.62 20.56 20.73 0.4646
H 14.39 20.59 18.17 0.3973
H 14.73 19.19 17.36 -0.3429
H 13.45 19.16 18.55 0.5819
H 17.14 19.89 18.10 -0.8405
H 16.73 20.95 19.44 0.8021
H 18.72 19.97 19.68 0.5368
H 17.71 19.53 21.07 0.3983
H 18.98 17.54 20.50 0.4247
H 18.34 17.55 18.82 -0.4805
H 16.24 14.94 19.88 0.5137
H 18.04 15.22 19.93 0.5850
H 17.19 15.58 18.45 -0.3212
H 16.85 16.04 21.97 0.5243
H 15.31 16.75 21.59 0.3370
H 16.66 17.73 22.21 0.3921
H 14.07 16.83 19.84 0.1844
C 20.48 11.81 18.18 -1.5559
C 20.16 12.76 17.08 0.8548
C 20.14 12.07 15.69 -0.6517
O 18.97 13.38 17.43 0.2841
H 21.48 11.48 18.03 0.4516
H 19.71 11.04 18.08 0.2541
H 20.26 12.33 19.15 0.3007
H 20.94 13.53 17.00 0.3197
H 19.35 11.36 15.64 0.2156
H 21.13 11.57 15.54 0.3869
H 19.94 12.78 14.91 -0.1935
H 19.05 14.24 17.01 -0.2645
C 21.07 17.33 16.41 -1.9336
C 20.33 16.53 15.38 2.4754
C 21.18 15.53 14.72 -1.2725
O 19.19 15.92 15.95 0.2686
H 21.22 16.75 17.29 0.2775
H 20.60 18.29 16.55 0.2289
H 21.99 17.51 15.89 0.6239
H 19.88 17.29 14.66 -1.0724
H 21.68 14.96 15.59 0.3691
H 21.96 15.93 14.12 0.5293
H 20.67 14.78 14.15 -0.1055
H 18.42 16.60 16.06 -0.6515
C 12.23 16.59 9.50 -1.5560
C 12.82 16.03 10.79 0.6672
C 12.10 14.81 11.36 -1.0357
O 14.24 15.86 10.69 -0.2848
H 12.91 17.36 9.17 0.3619
H 11.22 16.98 9.55 0.3921
H 12.31 15.75 8.81 0.3584
H 12.68 16.80 11.60 0.0796
H 12.16 14.10 10.51 0.5347
H 11.12 15.08 11.69 0.3683
H 12.59 14.41 12.26 -0.0437
H 14.55 15.34 9.93 0.1666
C 16.66 17.10 14.02 -0.1687
C 16.02 16.90 15.42 0.6792
C 15.84 15.39 15.78 -1.4625
O 16.87 17.52 16.39 1.5289
H 17.61 16.62 13.89 -0.6345
H 16.83 18.18 13.84 -0.4183
H 15.94 16.77 13.24 0.4808
H 15.04 17.34 15.43 0.4826
H 16.84 14.95 15.80 -0.4237
H 15.27 14.89 14.99 0.9379
H 15.37 15.31 16.77 0.2991
H 16.45 17.46 17.26 -1.6180
```

Summary:
DFT total energy in a.u.: -3198.6440
HOMO energy in eV: -8.289
Max |F| in eV/Å: 3.591
Energy relative to the best compared isomer or geometry (same formula, charge and spin) in kJ/mol: 163.6
2S+1: 1
SMILES: CC1(C)CCCC(C)(C)N1O.CC1(C)CCCC(C)(C)N1O.CC1(C)CCCC(C)(C)N1O.CC1(C)CCCC(C)(C)N1O.CC1(C)CCCC(C)(C)N1O.CC(C)O.CC(C)O.CC(C)O.CC(C)O

***

6.
Computed, not measured: C24H23IN9O2S4SbTa as an isolated structure, with wB97M-V/def2-TZVPD.

```
65
Properties=species:S:1:pos:R:3:mulliken_charge:R:1
Ta 10.25 8.34 12.46 1.2694
C 7.59 11.73 11.63 -0.9585
C 8.92 12.20 12.13 0.7248
N 9.23 13.48 12.04 -0.6385
C 10.40 13.89 12.54 -1.0871
C 11.33 13.06 13.15 0.9285
C 12.54 13.65 13.82 -0.9924
O 12.56 13.28 15.16 -0.5082
C 11.05 11.67 13.18 0.1697
C 11.97 10.72 13.79 -0.7462
N 11.82 9.48 13.52 0.7053
C 12.33 8.39 14.33 1.0417
C 13.12 8.51 15.47 -1.2523
C 13.25 7.35 16.21 -0.6472
C 12.65 6.12 15.79 -0.6678
C 11.87 6.09 14.66 -0.6131
C 11.61 7.26 13.95 0.2308
I 8.38 6.80 13.57 -0.3108
C 9.76 11.25 12.70 0.9212
O 9.33 9.99 12.82 -0.9920
H 6.90 12.58 11.67 0.4858
H 7.22 10.86 12.23 0.2898
H 7.79 11.42 10.61 -0.0342
H 10.55 14.98 12.51 0.3597
H 12.53 14.70 13.66 0.5508
H 13.45 13.29 13.32 0.3146
H 11.98 13.88 15.62 0.3348
H 12.72 11.02 14.51 0.5969
H 13.70 9.37 15.81 0.4412
H 13.84 7.33 17.10 0.4396
H 12.87 5.18 16.34 0.3792
H 11.34 5.17 14.39 0.4222
N 9.24 7.52 10.57 -0.1691
C 9.28 8.49 9.48 0.5790
C 8.47 8.31 8.39 -0.6091
C 8.57 9.11 7.26 -0.9109
C 9.39 10.20 7.29 -0.8361
C 10.18 10.48 8.42 0.7870
C 11.26 11.46 8.48 -0.9134
C 12.21 11.37 9.47 -1.4475
C 11.99 10.49 10.54 0.0544
N 10.92 9.72 10.68 0.8698
C 10.10 9.62 9.58 -0.6524
H 9.57 6.68 10.17 0.4134
H 8.25 7.36 10.79 0.4473
H 7.78 7.48 8.35 0.5100
H 7.92 8.85 6.46 0.5239
H 9.43 10.78 6.38 0.4747
H 11.36 12.19 7.69 0.5177
H 13.16 11.88 9.38 0.5834
H 12.72 10.43 11.35 -0.1099
S 14.79 9.23 11.48 -0.4199
Sb 14.75 7.03 11.59 0.5885
S 11.95 6.79 11.43 -0.2042
S 12.38 7.05 9.42 0.0290
S 14.23 6.17 9.27 -0.2629
N 5.47 11.19 8.75 -0.6187
N 5.92 12.12 7.81 0.8998
N 5.16 12.65 6.90 -0.8325
C 6.08 13.26 6.17 -0.0496
N 7.32 13.10 6.69 -0.6529
N 7.19 12.34 7.73 0.2407
H 4.67 10.72 8.30 0.3021
H 5.20 11.69 9.62 0.2497
H 5.76 13.87 5.37 0.4611
```

Summary:
DFT total energy in a.u.: -3759.2276
Net charge: +1
HOMO energy in eV: -10.245
Max |F| in eV/Å: 2.663
Energy relative to the best compared isomer or geometry (same formula, charge and spin) in kJ/mol: 87.4
2S+1: 1